one.
{
  "formula": "C3H8OS2",
  "method": "wB97M-V/def2-TZVPD",
  "homo_lumo_gap_ev": 8.51,
  "smiles": "C=CO.CSS",
  "lumo_energy_ev": 0.54,
  "elements": ["C", "C", "O", "H", "H", "H", "H", "C", "S", "S", "H", "H", "H", "H"],
  "positions_angstrom": [[3.33, 2.26, 2.02], [2.09, 1.79, 1.73], [1.80, 0.55, 1.07], [3.34, 3.28, 2.30], [4.30, 1.73, 1.85], [1.32, 2.62, 1.61], [2.39, -0.01, 1.57], [-1.01, 0.30, -2.11], [-1.23, -1.37, -1.62], [-1.74, -1.00, 0.39], [-1.88, 0.75, -2.57], [-0.76, 1.03, -1.27], [-0.37, 0.36, -2.95], [-1.66, -2.41, 0.83]],
  "mulliken_charge": [-0.65, 0.05, -0.41, 0.25, 0.23, 0.26, 0.29, -0.81, -0.04, -0.22, 0.35, 0.23, 0.31, 0.16]
}

=====

two.
{
  "formula": "C3H8OS2",
  "method": "wB97M-V/def2-TZVPD",
  "homo_lumo_gap_ev": 8.74,
  "smiles": "C=CO.CSS",
  "lumo_energy_ev": 0.49,
  "elements": ["C", "C", "O", "H", "H", "H", "H", "C", "S", "S", "H", "H", "H", "H"],
  "positions_angstrom": [[-1.22, 0.18, -1.52], [-1.74, 0.10, -0.29], [-1.87, -1.04, 0.55], [-1.35, 1.10, -2.05], [-0.52, -0.53, -1.96], [-2.03, 1.03, 0.23], [-2.09, -1.85, 0.04], [1.37, 0.80, 1.44], [1.73, 0.80, -0.46], [2.31, -1.15, -0.82], [0.84, 1.71, 1.58], [0.86, -0.11, 1.66], [2.34, 0.81, 1.91], [1.36, -1.84, -0.31]],
  "mulliken_charge": [-0.67, 0.06, -0.51, 0.21, 0.26, 0.33, 0.32, -0.78, -0.05, -0.18, 0.27, 0.28, 0.32, 0.12]
}

=====

three.
{
  "formula": "C3H8OS2",
  "method": "wB97M-V/def2-TZVPD",
  "homo_lumo_gap_ev": 8.83,
  "smiles": "C=CO.CSS",
  "lumo_energy_ev": 0.55,
  "elements": ["C", "C", "O", "H", "H", "H", "H", "C", "S", "S", "H", "H", "H", "H"],
  "positions_angstrom": [[1.28, 2.22, 3.34], [0.80, 1.34, 2.47], [0.16, 0.19, 2.87], [1.80, 3.14, 3.12], [1.27, 2.05, 4.41], [1.03, 1.34, 1.42], [-0.41, 0.39, 3.62], [-1.45, 0.56, -1.07], [-1.03, -1.19, -1.27], [0.67, -0.91, -2.44], [-1.36, 1.12, -2.00], [-2.50, 0.66, -0.80], [-0.79, 0.97, -0.31], [1.44, -1.94, -2.04]],
  "mulliken_charge": [-0.79, 0.20, -0.50, 0.25, 0.19, 0.32, 0.32, -0.64, -0.03, -0.22, 0.34, 0.30, 0.11, 0.16]
}

=====

four.
{
  "formula": "C3H8OS2",
  "method": "wB97M-V/def2-TZVPD",
  "homo_lumo_gap_ev": 8.98,
  "smiles": "CC=O.CSS",
  "lumo_energy_ev": 0.48,
  "elements": ["C", "C", "O", "H", "H", "H", "H", "C", "S", "S", "H", "H", "H", "H"],
  "positions_angstrom": [[2.54, -0.93, 0.03], [2.06, 0.50, 0.24], [1.75, 0.88, 1.34], [2.91, -1.21, 1.02], [1.70, -1.58, -0.20], [3.33, -0.98, -0.72], [1.96, 1.11, -0.66], [-1.50, -0.66, -1.99], [-0.79, 0.50, -0.77], [-1.65, -0.16, 1.00], [-0.66, -1.08, -2.53], [-2.04, -1.42, -1.43], [-2.15, -0.16, -2.70], [-0.48, -0.12, 1.67]],
  "mulliken_charge": [-0.73, -0.01, -0.51, 0.29, 0.19, 0.32, 0.41, -0.75, -0.04, -0.20, 0.24, 0.31, 0.30, 0.17]
}

=====

How far above the most stable structure does each one sit? In kJ/mol: one 154.3; two 97.2; three 64.6; four 0.0.

=====

one.
{
  "formula": "C3H8OS2",
  "method": "wB97M-V/def2-TZVPD",
  "homo_lumo_gap_ev": 8.75,
  "smiles": "C/C=C/O.SS",
  "lumo_energy_ev": 0.33,
  "elements": ["C", "C", "C", "O", "H", "H", "H", "H", "H", "H", "S", "S", "H", "H"],
  "positions_angstrom": [[-0.08, 0.48, 0.31], [-0.99, 0.60, -0.89], [-2.30, 0.83, -0.73], [-3.16, 1.01, -1.78], [0.79, 1.13, 0.21], [-0.68, 0.70, 1.23], [0.29, -0.57, 0.39], [-0.62, 0.49, -1.91], [-2.69, 0.95, 0.26], [-4.07, 1.07, -1.42], [2.64, -2.28, 0.52], [3.25, -0.73, 1.74], [3.52, -2.18, -0.46], [4.09, -1.49, 2.54]],
  "mulliken_charge": [-0.63, -0.07, -0.25, -0.49, 0.30, 0.21, 0.04, 0.31, 0.24, 0.34, -0.20, -0.17, 0.17, 0.19]
}

=====

two.
{
  "formula": "C3H8OS2",
  "method": "wB97M-V/def2-TZVPD",
  "homo_lumo_gap_ev": 8.19,
  "smiles": "C1CSSC1.O",
  "lumo_energy_ev": 0.53,
  "elements": ["C", "C", "S", "S", "C", "H", "H", "H", "H", "H", "H", "O", "H", "H"],
  "positions_angstrom": [[0.00, 0.00, 0.00], [0.58, -1.14, -0.83], [1.09, -0.37, -2.40], [1.71, 1.38, -1.56], [0.97, 1.15, 0.10], [-0.28, -0.43, 0.98], [-0.92, 0.41, -0.46], [1.35, -1.61, -0.19], [-0.18, -1.92, -1.07], [0.54, 2.06, 0.56], [1.85, 0.84, 0.70], [-2.53, -2.10, -2.74], [-2.36, -3.05, -2.59], [-2.71, -1.74, -1.84]],
  "mulliken_charge": [-0.69, -0.42, -0.11, -0.14, -0.48, 0.30, 0.29, 0.34, 0.27, 0.35, 0.28, -0.64, 0.32, 0.31]
}

=====

How far above the most stable structure does each one sit? In kJ/mol: one 78.6; two 0.0.

=====

one.
{
  "formula": "C24H28N4O",
  "method": "wB97M-V/def2-TZVPD",
  "homo_lumo_gap_ev": 8.36,
  "smiles": "CC(C)C(=O)N1CCN(c2nc(-c3ccccc3)c3c(c2C#N)CCCC3)CC1",
  "lumo_energy_ev": 0.18,
  "elements": ["C", "C", "C", "C", "O", "N", "C", "C", "N", "C", "N", "C", "C", "C", "C", "C", "C", "C", "C", "C", "C", "C", "N", "C", "C", "C", "C", "C", "C", "H", "H", "H", "H", "H", "H", "H", "H", "H", "H", "H", "H", "H", "H", "H", "H", "H", "H", "H", "H", "H", "H", "H", "H", "H", "H", "H", "H"],
  "positions_angstrom": [[3.64, 2.47, -2.50], [2.78, 1.93, -1.35], [1.45, 1.39, -1.88], [3.51, 0.77, -0.68], [4.21, 0.01, -1.31], [3.33, 0.61, 0.66], [2.44, 1.36, 1.52], [1.83, 0.40, 2.56], [1.58, -0.88, 1.96], [0.42, -1.04, 1.27], [-0.38, 0.02, 1.21], [-1.55, -0.05, 0.58], [-2.35, 1.19, 0.66], [-1.78, 2.40, 0.30], [-2.52, 3.57, 0.38], [-3.82, 3.54, 0.84], [-4.39, 2.34, 1.22], [-3.66, 1.17, 1.13], [-1.97, -1.19, -0.12], [-1.17, -2.32, -0.05], [0.02, -2.27, 0.69], [0.74, -3.47, 0.88], [1.27, -4.47, 1.07], [-1.52, -3.60, -0.75], [-2.94, -3.60, -1.31], [-3.23, -2.27, -1.99], [-3.24, -1.17, -0.94], [2.80, -1.58, 1.59], [3.91, -0.55, 1.30], [3.09, 3.21, -3.06], [3.92, 1.65, -3.16], [4.55, 2.92, -2.11], [2.60, 2.74, -0.64], [0.88, 2.18, -2.36], [1.65, 0.61, -2.62], [0.85, 0.95, -1.08], [1.62, 1.78, 0.94], [2.98, 2.17, 2.02], [2.51, 0.25, 3.41], [0.89, 0.81, 2.93], [-0.76, 2.43, -0.05], [-2.07, 4.51, 0.09], [-4.40, 4.45, 0.90], [-5.41, 2.31, 1.59], [-4.10, 0.23, 1.45], [-1.38, -4.44, -0.07], [-0.81, -3.74, -1.57], [-3.05, -4.43, -2.02], [-3.66, -3.76, -0.50], [-4.19, -2.30, -2.50], [-2.45, -2.07, -2.74], [-3.36, -0.19, -1.40], [-4.10, -1.33, -0.28], [3.11, -2.26, 2.40], [2.63, -2.18, 0.70], [4.65, -0.98, 0.61], [4.42, -0.24, 2.22]],
  "mulliken_charge": [-1.73, 0.71, -0.95, 0.56, -0.69, 0.14, -0.19, -1.24, 0.11, 0.62, -0.14, -0.55, -0.16, -0.10, -0.81, -0.40, -0.86, -0.20, 0.99, 0.64, 0.37, -0.38, -0.64, -0.96, -0.96, -1.01, -0.55, -0.71, -1.25, 0.44, 0.32, 0.41, 0.39, 0.41, 0.37, -0.07, 0.09, 0.27, 0.46, 0.45, 0.44, 0.42, 0.39, 0.38, 0.47, 0.49, 0.39, 0.37, 0.35, 0.39, 0.39, 0.41, 0.29, 0.25, 0.56, 0.43, 0.37]
}

=====

two.
{
  "formula": "C24H28N4O",
  "method": "wB97M-V/def2-TZVPD",
  "homo_lumo_gap_ev": 8.55,
  "smiles": "CC(C)Cc1nc(N2CCN(C(=O)c3ccccc3)CC2)c(C#N)c2c1CCC2",
  "lumo_energy_ev": 0.52,
  "elements": ["C", "C", "C", "C", "C", "N", "C", "N", "C", "C", "N", "C", "O", "C", "C", "C", "C", "C", "C", "C", "C", "C", "C", "N", "C", "C", "C", "C", "C", "H", "H", "H", "H", "H", "H", "H", "H", "H", "H", "H", "H", "H", "H", "H", "H", "H", "H", "H", "H", "H", "H", "H", "H", "H", "H", "H", "H"],
  "positions_angstrom": [[3.97, -1.87, -2.95], [4.20, -0.78, -1.90], [5.67, -0.41, -1.83], [3.69, -1.24, -0.52], [2.21, -1.45, -0.53], [1.48, -0.35, -0.61], [0.15, -0.39, -0.66], [-0.48, 0.82, -0.74], [0.30, 2.04, -0.75], [0.06, 2.84, 0.53], [-1.37, 2.89, 0.84], [-1.73, 3.03, 2.14], [-0.90, 3.18, 3.02], [-3.19, 3.02, 2.43], [-3.74, 2.01, 3.21], [-5.09, 2.03, 3.53], [-5.89, 3.07, 3.09], [-5.34, 4.09, 2.33], [-4.00, 4.07, 2.00], [-2.24, 2.43, -0.21], [-1.90, 0.97, -0.56], [-0.55, -1.63, -0.66], [-1.94, -1.80, -0.81], [-3.05, -2.05, -0.95], [0.23, -2.78, -0.55], [1.61, -2.70, -0.48], [2.21, -4.08, -0.38], [1.00, -4.96, -0.02], [-0.23, -4.20, -0.53], [4.31, -1.53, -3.93], [2.91, -2.11, -3.03], [4.52, -2.77, -2.69], [3.62, 0.11, -2.18], [6.27, -1.28, -1.53], [5.84, 0.38, -1.10], [6.03, -0.07, -2.80], [3.93, -0.47, 0.21], [4.20, -2.17, -0.24], [1.35, 1.76, -0.82], [0.03, 2.63, -1.63], [0.45, 3.85, 0.42], [0.57, 2.37, 1.38], [-3.11, 1.21, 3.56], [-5.51, 1.24, 4.13], [-6.94, 3.09, 3.35], [-5.97, 4.91, 2.00], [-3.57, 4.87, 1.41], [-2.12, 3.08, -1.09], [-3.28, 2.48, 0.12], [-2.25, 0.33, 0.25], [-2.45, 0.69, -1.47], [3.00, -4.14, 0.37], [2.63, -4.37, -1.34], [1.08, -5.96, -0.44], [0.94, -5.06, 1.07], [-1.11, -4.35, 0.09], [-0.49, -4.51, -1.55]],
  "mulliken_charge": [-1.40, 0.87, -1.56, -1.29, -0.76, -0.27, 0.05, 0.16, -0.72, -0.70, 0.24, 0.31, -0.66, 0.13, -0.40, -0.65, -0.41, -0.56, 0.06, -1.22, -0.78, 0.69, -0.11, -0.66, 0.75, 1.30, -0.74, -0.91, -1.04, 0.44, 0.33, 0.28, 0.17, 0.33, 0.40, 0.41, 0.45, 0.37, 0.27, 0.30, 0.31, 0.42, 0.45, 0.38, 0.39, 0.39, 0.42, 0.28, 0.50, 0.59, 0.35, 0.36, 0.27, 0.36, 0.32, 0.45, 0.32]
}

=====

How far above the most stable structure does each one sit? In kJ/mol: one 0.0; two 26.7.

=====

one.
{
  "formula": "C12H15N3",
  "method": "wB97M-V/def2-TZVPD",
  "homo_lumo_gap_ev": 8.72,
  "smiles": "c1cc[nH]c1.c1cc[nH]c1.c1cc[nH]c1",
  "lumo_energy_ev": 0.73,
  "elements": ["C", "C", "C", "N", "C", "H", "H", "H", "H", "H", "C", "C", "C", "N", "C", "H", "H", "H", "H", "H", "C", "C", "C", "N", "C", "H", "H", "H", "H", "H"],
  "positions_angstrom": [[-2.09, 0.73, 0.35], [-0.72, 0.84, 0.54], [-0.14, -0.43, 0.48], [-1.14, -1.24, -0.10], [-2.26, -0.51, -0.18], [-2.81, 1.51, 0.57], [-0.13, 1.71, 0.79], [0.85, -0.80, 0.71], [-1.10, -2.24, -0.27], [-3.20, -0.94, -0.48], [2.76, 5.01, 0.27], [3.51, 5.96, 1.02], [2.73, 7.16, 1.01], [1.61, 6.92, 0.26], [1.58, 5.63, -0.18], [2.95, 4.00, -0.07], [4.57, 5.96, 1.25], [2.98, 8.16, 1.32], [0.92, 7.65, 0.14], [0.82, 5.31, -0.87], [-1.80, -6.03, -1.63], [-2.29, -6.11, -0.36], [-1.26, -6.11, 0.50], [-0.05, -6.07, -0.24], [-0.40, -5.94, -1.57], [-2.46, -6.06, -2.49], [-3.33, -6.10, -0.08], [-1.25, -6.16, 1.58], [0.89, -6.11, 0.13], [0.25, -5.70, -2.40]],
  "mulliken_charge": [-0.54, -0.32, -0.46, 0.03, -0.42, 0.37, 0.45, 0.35, 0.19, 0.35, -0.28, -0.63, -0.32, -0.02, -0.39, 0.38, 0.34, 0.35, 0.20, 0.38, -0.28, -0.23, -0.54, -0.04, -0.61, 0.39, 0.39, 0.37, 0.20, 0.35]
}

=====

two.
{
  "formula": "C12H15N3",
  "method": "wB97M-V/def2-TZVPD",
  "homo_lumo_gap_ev": 8.69,
  "smiles": "c1cc[nH]c1.c1cc[nH]c1.c1cc[nH]c1",
  "lumo_energy_ev": 0.66,
  "elements": ["C", "C", "C", "N", "C", "H", "H", "H", "H", "H", "C", "C", "C", "N", "C", "H", "H", "H", "H", "H", "C", "C", "C", "N", "C", "H", "H", "H", "H", "H"],
  "positions_angstrom": [[19.14, 21.51, 58.92], [19.79, 21.40, 60.35], [19.28, 20.27, 60.87], [18.27, 19.83, 60.05], [18.34, 20.39, 58.79], [19.60, 22.38, 58.37], [20.39, 22.12, 60.85], [19.33, 19.67, 61.77], [17.46, 18.98, 60.37], [17.66, 20.11, 58.15], [16.31, 17.50, 58.95], [17.12, 16.65, 59.77], [16.59, 16.35, 60.86], [15.23, 16.72, 60.68], [15.04, 17.50, 59.55], [16.29, 18.18, 58.18], [18.16, 16.48, 59.66], [16.83, 15.69, 61.85], [14.34, 16.25, 61.10], [14.07, 17.89, 59.19], [14.55, 21.78, 61.86], [15.06, 23.17, 61.99], [16.37, 23.24, 61.54], [16.63, 21.93, 61.20], [15.55, 21.14, 61.27], [13.59, 21.46, 62.11], [14.63, 23.98, 62.53], [17.00, 24.19, 61.38], [17.66, 21.71, 60.87], [15.42, 19.97, 61.24]],
  "mulliken_charge": [-0.38, -0.62, -0.23, 0.14, -0.42, 0.32, 0.41, 0.34, 0.05, 0.39, -0.44, -1.02, 0.13, -0.14, -0.43, 0.64, 0.35, 0.30, 0.28, 0.38, -0.54, -0.74, -0.33, -0.04, 0.13, 0.45, 0.37, 0.28, 0.35, 0.01]
}

=====

How far above the most stable structure does each one sit? In kJ/mol: one 0.0; two 354.4.